C27H40N3O2P3Ru | the ωB97M-V functional and the def2-TZVPD basis

Atoms and positions in Å:
P1 -2.65 -0.76 -3.26
C1 -4.19 -0.77 -2.24
H1 -5.01 -1.33 -2.72
H2 -4.50 0.27 -2.06
H3 -3.94 -1.22 -1.27
C2 -3.31 -0.50 -4.97
H4 -2.55 -0.84 -5.69
H5 -3.44 0.59 -5.10
H6 -4.26 -1.01 -5.16
C3 -2.30 -2.57 -3.24
H7 -3.13 -3.17 -3.65
H8 -2.09 -2.87 -2.21
H9 -1.39 -2.74 -3.83
P2 2.98 -2.70 1.07
C4 2.01 -2.58 2.62
H10 2.42 -3.29 3.35
H11 0.96 -2.82 2.39
H12 2.08 -1.55 2.99
C5 3.07 -4.50 0.79
H13 3.73 -4.70 -0.07
H14 2.06 -4.87 0.55
H15 3.45 -5.00 1.69
C6 4.65 -2.30 1.70
H16 4.96 -3.07 2.42
H17 4.60 -1.32 2.19
H18 5.35 -2.26 0.86
P3 1.93 3.06 -0.18
C7 1.25 4.03 1.16
H19 1.80 4.99 1.21
H20 1.36 3.50 2.11
H21 0.19 4.24 0.98
C8 3.61 3.54 -0.57
H22 3.69 4.63 -0.45
H23 3.85 3.27 -1.61
H24 4.31 3.04 0.11
C9 0.94 3.19 -1.65
H25 0.95 4.24 -1.99
H26 -0.07 2.85 -1.40
H27 1.37 2.53 -2.43
Ru1 2.09 -0.83 -1.67
C10 0.62 -1.56 -0.77
O1 -0.33 -2.01 -0.25
C11 1.94 1.16 0.11
O2 1.84 0.64 1.18
C12 4.05 -0.58 -2.35
C13 3.17 0.22 -3.07
C14 2.03 -0.34 -3.65
C15 1.73 -1.70 -3.45
C16 2.61 -2.50 -2.70
C17 3.77 -1.94 -2.17
H28 4.91 -0.15 -1.86
H29 3.34 1.29 -3.15
H30 1.32 0.28 -4.18
H31 0.83 -2.12 -3.88
H32 2.38 -3.54 -2.52
H33 4.42 -2.55 -1.56
N1 -5.56 1.30 7.93
C18 -5.04 1.30 6.88
C19 -4.41 1.30 5.59
C20 -3.05 0.98 5.48
C21 -2.42 0.98 4.23
C22 -3.17 1.30 3.09
C23 -4.53 1.63 3.19
C24 -5.14 1.64 4.45
N2 -2.55 1.31 1.83
C25 -3.16 1.54 0.59
C26 -2.16 1.56 -0.35
N3 -0.94 1.37 0.27
C27 -1.19 1.19 1.57
H34 -2.48 0.72 6.37
H35 -1.37 0.73 4.15
H36 -5.10 1.90 2.30
H37 -6.20 1.91 4.54
H38 -4.23 1.68 0.47
H39 -2.26 1.68 -1.41
H40 -0.48 0.98 2.35

Kohn-Sham gap (alpha / beta) (eV): 6.05 / 3.06
⟨S²⟩: 6.053
F_max (Eh/bohr): 0.157
2S+1: 5
Charge: +4